{"formula": "C19H50O6", "method": "ωB97M-V/def2-TZVPD", "relative_energy_kcal_mol": 43.6, "smiles": "CC(C)O.CC(C)O.CC(C)O.CCOCC.CCOCC.CCO", "e_homo_ev": -9.58, "orbital_gap_ev": 10.0, "max_force_ev_per_a": 3.2, "e_lumo_ev": 0.45, "e_tot_ev": -32794.5493, "symbols": ["C", "C", "C", "O", "H", "H", "H", "H", "H", "H", "H", "H", "C", "C", "C", "O", "H", "H", "H", "H", "H", "H", "H", "H", "C", "C", "C", "O", "H", "H", "H", "H", "H", "H", "H", "H", "C", "C", "O", "C", "C", "H", "H", "H", "H", "H", "H", "H", "H", "H", "H", "C", "C", "O", "C", "C", "H", "H", "H", "H", "H", "H", "H", "H", "H", "H", "C", "C", "O", "H", "H", "H", "H", "H", "H"], "positions_angstrom": [[0.627, -6.939, 3.215], [-0.649, -7.626, 2.632], [-1.731, -7.820, 3.714], [-1.136, -6.676, 1.691], [1.015, -7.468, 4.085], [0.294, -5.984, 3.622], [1.431, -6.889, 2.481], [-0.312, -8.559, 2.179], [-2.115, -6.986, 4.302], [-1.302, -8.403, 4.528], [-2.471, -8.386, 3.149], [-0.289, -6.450, 1.298], [3.244, 5.909, 4.901], [4.161, 7.087, 4.476], [3.675, 7.823, 3.228], [4.149, 8.045, 5.451], [3.450, 5.009, 4.321], [2.187, 5.985, 4.645], [3.310, 5.758, 5.979], [5.203, 6.780, 4.383], [2.602, 7.959, 3.092], [3.801, 7.129, 2.397], [4.173, 8.769, 3.014], [4.735, 8.738, 5.138], [3.194, -3.336, -5.400], [3.800, -4.503, -4.595], [5.274, -4.338, -4.226], [3.137, -4.571, -3.297], [3.963, -2.970, -6.080], [2.872, -2.436, -4.877], [2.407, -3.767, -6.020], [3.832, -5.417, -5.187], [5.918, -4.287, -5.103], [5.567, -5.263, -3.729], [5.453, -3.464, -3.599], [2.889, -3.704, -2.965], [-2.617, 8.229, -2.132], [-3.252, 8.241, -0.745], [-2.845, 7.086, -0.007], [-3.318, 7.025, 1.297], [-4.677, 6.364, 1.428], [-3.103, 9.048, -2.662], [-1.531, 8.264, -2.048], [-2.929, 7.357, -2.708], [-2.923, 9.180, -0.298], [-4.326, 8.300, -0.920], [-2.644, 6.420, 1.905], [-3.402, 8.054, 1.644], [-5.363, 7.043, 0.922], [-5.006, 6.358, 2.468], [-4.715, 5.291, 1.239], [-1.360, -0.379, 1.436], [-0.898, -0.426, -0.075], [0.418, -0.003, -0.367], [0.812, 1.186, 0.332], [2.184, 1.518, -0.212], [-0.460, -0.764, 1.914], [-1.486, 0.679, 1.666], [-2.211, -0.964, 1.785], [-0.961, -1.468, -0.388], [-1.582, 0.141, -0.707], [0.021, 1.928, 0.446], [1.023, 0.973, 1.380], [2.223, 1.965, -1.205], [2.830, 0.649, -0.092], [2.593, 2.382, 0.313], [-3.767, -7.941, -5.147], [-4.521, -7.650, -3.846], [-4.272, -6.315, -3.371], [-2.755, -8.229, -4.862], [-3.823, -7.061, -5.788], [-4.162, -8.766, -5.739], [-4.318, -8.377, -3.060], [-5.600, -7.728, -3.981], [-3.632, -6.360, -2.657]], "forces_ev_per_a": [[-0.81, -0.88, 0.81], [0.90, 2.09, 2.20], [0.98, -1.18, -0.53], [0.20, -0.76, -0.47], [0.11, -0.33, -0.07], [0.31, 0.30, -0.43], [-0.05, 0.36, -0.05], [-0.58, -0.29, -0.13], [-0.04, 0.62, -1.03], [-0.03, -0.73, -0.26], [-0.66, 0.09, 0.79], [-0.33, 0.71, -0.83], [0.17, 0.08, -0.63], [-1.48, -0.20, -1.15], [-0.21, -1.75, -1.65], [0.00, 1.37, 2.62], [0.76, -0.20, 0.35], [-0.13, 1.01, 0.16], [0.22, -0.24, -0.14], [0.02, -0.63, -0.52], [-0.20, 0.33, 1.09], [0.69, 0.13, -0.55], [0.21, -0.15, 0.11], [-0.05, 0.25, 0.30], [0.80, -0.89, -0.93], [0.78, 2.47, 1.69], [0.22, -0.15, -0.54], [-0.36, -1.65, -0.73], [0.04, -0.06, -0.27], [-0.17, -0.41, 0.50], [-0.32, 0.48, 0.10], [-1.20, -0.30, 0.43], [-0.02, 0.22, -0.21], [0.06, 0.21, 0.41], [0.00, -0.09, 0.07], [0.16, 0.18, -0.50], [-0.71, -0.49, 0.33], [0.47, -0.52, -0.80], [0.29, 0.39, -1.35], [-0.56, -0.43, 0.76], [-0.35, 0.58, 0.73], [0.67, 0.41, -0.12], [-0.11, 0.26, -0.35], [0.22, -0.29, 0.21], [-0.03, -0.04, 0.69], [-0.30, -0.21, 0.48], [0.56, 0.42, -0.09], [0.18, 0.02, 0.64], [-0.53, -0.83, -0.42], [0.17, 0.49, 0.33], [0.04, 0.24, -1.05], [1.80, 0.60, -1.24], [-1.52, -0.85, 0.32], [-0.29, 0.53, 1.11], [0.88, -1.12, 0.35], [-0.12, 1.70, -0.18], [-0.15, 0.10, 0.69], [-0.14, -0.16, 0.53], [-0.04, 0.01, -0.69], [0.12, 0.01, -0.21], [-0.24, 0.15, -0.01], [0.03, 0.44, -1.06], [-0.16, -0.52, 0.33], [-0.35, -0.84, -0.51], [-0.02, 0.19, -0.21], [0.20, -0.25, 0.76], [-0.08, -0.10, 0.58], [-0.62, 0.17, -0.11], [0.05, -0.49, -0.14], [0.26, 0.39, -0.44], [0.37, 0.04, 0.13], [-0.29, -0.14, 0.29], [0.36, -0.09, -0.02], [-0.09, 0.17, -0.25], [0.05, 0.04, -0.03]], "lowdin_charge": [-0.07, -0.48, -0.06, -0.06, 0.07, 0.08, 0.08, 0.13, 0.08, 0.07, 0.08, 0.07, -0.04, -0.51, -0.07, -0.05, 0.07, 0.07, 0.08, 0.13, 0.08, 0.07, 0.08, 0.09, -0.06, -0.45, -0.08, -0.08, 0.07, 0.08, 0.07, 0.13, 0.07, 0.08, 0.08, 0.08, -0.08, -0.28, -0.15, -0.31, -0.08, 0.07, 0.08, 0.07, 0.11, 0.11, 0.12, 0.11, 0.07, 0.07, 0.08, -0.07, -0.27, -0.16, -0.29, -0.08, 0.07, 0.06, 0.07, 0.11, 0.11, 0.12, 0.10, 0.07, 0.08, 0.07, -0.09, -0.31, -0.09, 0.07, 0.07, 0.07, 0.10, 0.10, 0.08]}